[1]
Computed, not measured: one molecule with the formula C2H3N3 at a distorted geometry, with ωB97M-V/def2-TZVPD.

Spin multiplicity = 1
Kohn-Sham gap = 0.407 Eh
Total charge = 0
Structure (SMILES) = c1c[nH]nn1
E_HOMO = -10.207 eV
Energy above the lowest of the compared OMol25 structures with the same formula, charge and spin = 0.912 eV

Each line ends with the Löwdin charge.
Atoms and positions in Å:
C (-1.1724, -0.0298, -0.0080)  -0.14
C (-0.3887, 1.0548, -0.0134)  -0.12
H (-2.2335, -0.0903, 0.1196)  0.09
H (-0.5567, 2.1107, -0.0276)  0.10
H (1.7434, 1.0752, 0.1716)  0.15
N (0.8885, 0.5674, -0.0138)  -0.04
N (0.9245, -0.7407, -0.0070)  -0.03
N (-0.3254, -1.1474, 0.0016)  -0.01

[2]
Computed, not measured: one molecule with the formula C2H3N3, with ωB97M-V/def2-TZVPD.

Spin multiplicity = 1
Kohn-Sham gap = 0.351 Eh
Total charge = 0
E_HOMO = -9.199 eV
Energy above the lowest of the compared OMol25 structures with the same formula, charge and spin = 4.430 eV

Each line ends with the Löwdin charge.
Atoms and positions in Å:
N (0.4523, -0.7674, -0.2451)  -0.02
C (-0.6091, -0.1286, 0.3867)  -0.24
C (-0.6373, 1.2409, -0.0974)  -0.11
N (0.5324, 1.2638, -0.9098)  -0.05
N (1.0950, 0.1098, -1.0119)  -0.01
H (0.8024, -1.7144, -0.1633)  0.15
H (-1.4033, -0.7016, 0.8576)  0.12
H (-0.2325, 0.6975, 1.1831)  0.15

[3]
Computed, not measured: one molecule with the formula C2H3N3 at a distorted geometry, with ωB97M-V/def2-TZVPD.

Spin multiplicity = 1
Kohn-Sham gap = 0.387 Eh
Total charge = 0
Structure (SMILES) = c1c[nH]nn1
E_HOMO = -9.579 eV
Energy above the lowest of the compared OMol25 structures with the same formula, charge and spin = 2.367 eV

Each line ends with the Löwdin charge.
Atoms and positions in Å:
C (-0.9574, -0.0966, -0.3516)  -0.31
C (-0.0580, -0.6879, 0.4544)  -0.05
H (-2.0837, -0.1034, -0.2456)  0.13
H (-0.1759, -1.2946, 1.2822)  0.07
H (1.9623, 0.3515, 0.5259)  0.15
N (1.0916, 0.0654, 0.1033)  0.00
N (0.7297, 1.0190, -0.6645)  -0.01
N (-0.5086, 0.7466, -1.1043)  0.01

[4]
Computed, not measured: one molecule with the formula C2H3N3O at a distorted geometry, with ωB97M-V/def2-TZVPD.

Spin multiplicity = 1
Kohn-Sham gap = 0.382 Eh
Total charge = 0
Structure (SMILES) = Oc1nnc[nH]1
E_HOMO = -9.899 eV
Energy above the lowest of the compared OMol25 structures with the same formula, charge and spin = 2.217 eV

Each line ends with the Löwdin charge.
Atoms and positions in Å:
O (-1.8935, -0.5977, 0.0808)  0.12
C (-0.6802, -0.0824, -0.0693)  -0.55
N (0.4072, -0.8380, 0.3927)  0.11
C (1.4517, -0.0331, -0.1200)  -0.20
N (1.0242, 1.0627, -0.6548)  0.03
N (-0.3608, 1.0666, -0.5712)  0.06
H (-2.5014, 0.0662, -0.2736)  0.13
H (2.4959, -0.3186, -0.0627)  0.11
H (0.0569, -0.3257, 1.2782)  0.19

[5]
Computed, not measured: C2H3N3O as an isolated structure, with ωB97M-V/def2-TZVPD.

Spin multiplicity = 1
Kohn-Sham gap = 0.271 Eh
Total charge = 0
E_HOMO = -8.364 eV
Energy above the lowest of the compared OMol25 structures with the same formula, charge and spin = 7.133 eV

Each line ends with the Löwdin charge.
Atoms and positions in Å:
O (-1.2642, -0.4672, -0.9921)  -0.06
C (0.0490, -1.3600, -0.1779)  -0.16
N (0.0235, -0.9228, 1.1536)  0.00
N (0.3315, 0.3520, 1.1182)  0.01
C (0.5441, 0.8681, -0.0832)  -0.16
N (0.3705, -0.1390, -0.9890)  -0.01
H (-1.2993, -1.0763, -1.7486)  0.10
H (0.4293, 0.8513, 1.9982)  0.17
H (0.8155, 1.8939, -0.2792)  0.12

[6]
Computed, not measured: C2H3N3O as an isolated structure at a distorted geometry, with ωB97M-V/def2-TZVPD.

Spin multiplicity = 1
Kohn-Sham gap = 0.369 Eh
Total charge = 0
E_HOMO = -9.121 eV
Energy above the lowest of the compared OMol25 structures with the same formula, charge and spin = 1.395 eV

Each line ends with the Löwdin charge.
Atoms and positions in Å:
O (2.0634, 0.2390, 0.1771)  0.09
C (0.8176, 0.4136, -0.2763)  -0.51
N (0.0143, 1.3078, 0.2665)  0.11
N (-1.1311, 0.5635, 0.3212)  0.00
C (-0.9410, -0.6393, -0.2422)  -0.18
N (0.2531, -0.7184, -0.7670)  0.12
H (2.4055, -0.5494, -0.2615)  0.11
H (-1.8962, 0.8753, 0.8932)  0.15
H (-1.5856, -1.4923, -0.1111)  0.12